No. 1
DFT (wB97M-V/def2-TZVPD) results for C33H45BFN12O3STi as an isolated structure.

```
97
Properties=species:S:1:pos:R:3:forces:R:3
H -4.87925 2.07909 2.16012 -0.004 0.013 -0.007
H 2.82916 -6.80505 -0.81889 0.008 0.017 0.011
H -0.62629 0.59357 -4.31961 0.008 0.011 -0.004
C 0.84366 -2.54521 -0.44093 -0.004 0.007 -0.021
H -5.43949 0.45918 0.26334 0.003 0.013 0.028
C -0.35122 -0.06616 -3.50635 -0.071 -0.037 0.032
H 2.16602 1.77042 5.32875 0.000 -0.005 0.000
C 1.54346 -4.21558 -2.03028 -0.093 -0.028 0.152
F 1.71907 -4.59826 0.29658 0.001 0.009 -0.007
H -4.57606 0.38244 2.59067 0.003 0.005 0.004
C -0.13553 -2.91091 -5.90585 -0.006 0.014 -0.017
H 3.99705 1.40547 1.97559 0.013 -0.008 -0.001
H 5.03443 -7.12510 -1.88175 -0.006 0.001 0.006
N -1.99976 -0.09817 1.78120 0.555 -0.027 0.063
H 1.48543 -1.79522 -6.98162 -0.005 0.004 -0.005
O -1.11506 2.53667 -3.05527 0.429 -0.036 -0.043
H -1.78259 -0.94486 1.27063 0.068 -0.019 0.034
H -0.36069 -0.75460 -5.77851 0.014 0.001 0.007
H 2.79774 3.32552 4.80408 0.001 0.003 0.000
H -0.23598 -3.78680 -5.28432 0.008 -0.002 0.014
H 2.05624 -2.63782 -5.48455 0.011 -0.002 -0.010
C 1.36952 -3.76990 -0.71166 -0.007 -0.026 -0.063
C 4.24475 -6.61463 -2.43026 0.010 -0.008 -0.004
H 0.47005 3.64754 4.49807 0.028 0.029 0.009
C 1.21741 -2.23636 -6.03271 -0.003 -0.025 0.013
H 3.79949 1.87733 4.66069 0.000 0.000 0.002
H -6.14278 1.27853 -1.08093 -0.002 0.012 0.010
H -0.78619 -2.91266 -6.76839 -0.001 -0.007 -0.001
N -2.22290 2.08506 2.99568 0.019 -0.219 0.189
H 0.72181 -2.19939 0.57760 -0.003 0.004 -0.002
C 3.18690 -6.02660 -1.51043 -0.036 -0.025 0.058
H 1.01834 -7.25091 -2.55628 -0.022 0.019 -0.020
C -3.16832 1.94431 5.01677 -0.005 0.004 -0.002
Ti -1.40079 1.57658 0.89487 -0.032 0.786 0.329
C -2.29721 5.13007 -0.41455 0.068 0.054 -0.122
N 0.98058 2.19898 2.86016 -0.028 0.083 -0.101
H -5.44124 1.44141 3.70590 0.001 -0.001 -0.003
N 0.11507 -1.29601 -3.84096 -0.029 -0.015 0.054
H 0.75135 7.25500 3.38409 -0.004 0.000 0.005
H 4.28240 -8.04603 -3.95976 -0.001 0.017 -0.001
H 4.67396 -5.85251 -3.07851 0.006 -0.008 0.004
C 1.99050 1.61047 1.04120 -0.067 0.001 0.025
C 2.27839 1.38084 -0.40438 0.014 -0.029 -0.013
H 2.02491 -7.82423 -4.74008 -0.007 -0.006 0.011
C 0.54145 -2.14498 -2.82281 0.008 0.023 -0.037
C 2.45729 -7.03224 -4.13132 0.010 -0.005 -0.005
H -0.89588 7.16682 1.22917 -0.012 0.019 0.010
C 2.26591 2.00890 3.19963 -0.005 0.020 0.021
H 3.16522 1.95213 -0.68101 0.015 -0.021 0.003
C -1.86169 2.35626 5.17168 0.023 -0.004 -0.010
H 2.89706 -6.26737 -4.76954 -0.009 -0.012 -0.008
C -0.19642 5.55144 2.55578 -0.013 -0.042 -0.059
H -0.91134 3.77674 6.46808 -0.001 0.007 -0.002
H 1.31705 -3.74308 -4.06624 -0.009 -0.009 -0.006
H -0.17708 2.17831 6.49159 0.003 -0.003 -0.001
C 1.46277 -6.43404 -3.15122 -0.082 -0.060 0.073
N -1.18663 3.91587 1.42122 0.243 -0.570 -0.033
C 2.94389 1.61239 2.06531 0.005 0.060 0.000
H 0.12910 6.13341 4.59742 0.000 -0.005 0.002
N -0.40373 4.22001 2.49684 -0.200 0.218 0.170
H 2.48950 0.32870 -0.61317 -0.040 -0.001 -0.005
C -0.87637 1.86776 -2.07569 -0.278 -0.123 -0.115
H 0.64932 -5.96789 -3.70329 0.028 0.011 -0.012
H -1.69082 5.02528 -1.31728 -0.024 -0.018 0.043
C 2.78380 2.25921 4.57575 0.009 -0.012 0.000
H -2.81969 6.08550 -0.45501 0.007 0.007 -0.014
C -0.49443 0.41165 -2.24493 0.095 0.102 0.022
C 0.11118 -1.58138 -5.27089 -0.008 0.016 -0.010
C -3.35456 1.79070 3.64029 -0.052 0.088 -0.090
S -4.14490 2.70415 -2.12568 0.027 0.151 -0.125
N -1.31355 2.42460 3.94538 -0.057 0.189 0.033
H 1.45809 1.71987 -1.02610 0.014 0.025 0.004
N 2.11560 -5.47542 -2.30093 0.146 0.147 -0.199
C -4.63299 1.40336 2.97722 0.019 -0.060 -0.007
N -5.40598 1.21420 -0.40065 0.063 0.135 -0.033
C 1.13270 -3.39764 -3.06484 0.021 -0.001 0.028
C 0.42252 -1.71797 -1.48885 0.021 -0.018 0.004
H -3.55688 0.87841 0.81969 -0.093 -0.093 0.128
C 0.61651 6.20200 3.62379 -0.001 0.013 0.014
C -0.85548 6.12333 1.49010 0.047 -0.060 0.054
H -1.76638 -0.24704 2.75476 -0.154 0.085 0.075
C -0.13203 -0.40944 -1.14616 -0.091 0.243 0.199
H -3.90275 1.79910 5.79062 -0.007 -0.004 0.005
O -0.85285 2.28214 -0.85065 -0.052 0.246 0.123
N 3.59039 -7.63033 -3.33554 0.002 -0.014 0.006
C -4.21664 1.81129 -0.74079 -0.053 -0.469 -0.088
N -3.19764 1.52119 0.12876 -0.384 -0.009 0.027
H -3.02630 4.33070 -0.43893 -0.078 -0.064 -0.012
C -1.46259 5.05783 0.80918 -0.014 0.057 -0.164
H 1.60078 5.74167 3.71216 0.011 0.002 -0.002
O -0.22725 -0.08172 0.05855 -0.080 -0.261 -0.687
B -0.03196 3.15869 3.53334 0.088 -0.101 -0.025
H 3.21987 -8.39105 -2.75912 0.011 -0.006 -0.013
H 3.65340 -5.25506 -0.90374 0.007 0.004 -0.016
N 0.79562 1.94474 1.53438 0.043 -0.392 0.117
C -1.12635 2.70898 6.42078 -0.005 -0.003 0.004
H -1.73422 2.44382 7.28377 0.004 0.001 0.001
```
Positions in Å, forces in eV/Å.

frontier orbital gap: 0.1900 Eh
charge: +1
LUMO level: -3.470 eV



No. 2
DFT (wB97M-V/def2-TZVPD) results for C33H45CdN4O4SSi as an isolated structure.

```
89
Properties=species:S:1:pos:R:3:forces:R:3
H -1.21819 3.23468 -3.66603 -0.026 -0.005 -0.060
C -3.94130 -1.23755 -0.25068 -0.006 -0.034 -0.089
H 1.70810 -6.04576 -0.65753 -0.021 0.016 0.005
H 0.21515 0.59564 4.16273 0.006 0.004 -0.013
C 2.60675 0.27178 -3.31531 -0.086 0.089 0.010
H -2.44732 3.50590 -0.13120 0.014 -0.011 0.017
H -6.03094 -0.74263 -0.32158 -0.005 0.001 0.009
N 1.79374 4.04208 3.44284 -0.096 -0.066 0.015
H 0.34617 -0.76322 -1.63774 0.034 -0.045 0.018
H -1.29362 1.02719 -2.62946 -0.019 0.019 0.052
C -2.75563 -1.44053 -0.95944 -0.025 0.101 -0.178
H 1.19066 -1.41595 -0.23664 -0.032 0.045 -0.096
H 1.18163 -3.73886 -0.00356 -0.060 -0.065 -0.043
C -2.27687 -1.04737 4.71249 0.077 0.034 0.034
C -1.35074 -2.26075 1.70355 -0.045 0.200 0.218
H 1.10005 -0.55199 5.14574 0.012 0.008 0.023
O -0.03654 3.33178 -1.95620 0.132 -0.051 -0.080
C -0.82348 -3.74978 -0.79149 0.038 -0.086 0.025
H -1.94003 3.98591 -2.24468 -0.061 0.074 -0.012
C 0.27743 -0.88729 -0.54910 0.445 0.361 -0.196
C -2.17503 -0.53006 3.28045 0.192 -0.062 -0.045
O 1.89035 1.32274 -2.71381 0.088 -0.072 -0.046
S -0.09398 2.67505 2.15598 0.197 -0.133 0.156
H 1.02847 -1.35485 2.86250 0.021 0.029 -0.048
H -2.91437 1.76509 -2.61894 -0.043 -0.026 -0.043
H -2.29745 -2.14189 4.68878 -0.009 0.001 0.003
H 2.22899 2.57926 -4.32767 0.096 -0.028 -0.013
N -1.02979 -1.11489 2.57043 -0.112 -0.102 -0.060
C -5.12515 -0.89296 -0.89660 0.094 0.052 -0.046
C 6.23159 1.49160 -0.64156 -0.057 0.102 -0.012
H 3.21199 -0.70983 1.15019 -0.017 -0.039 -0.069
C 1.44220 2.30408 -3.61267 0.021 -0.249 0.067
H -0.69039 -3.10491 1.94610 -0.004 0.029 0.038
C -2.80067 -1.26694 -2.35009 -0.021 -0.137 0.080
C -1.05635 -0.55208 5.51077 -0.007 0.031 -0.082
C -0.21596 -6.40781 -1.54345 -0.032 0.077 0.015
H 2.99368 -0.35401 -2.51463 -0.003 -0.008 0.039
C 0.17268 -0.40733 4.59066 -0.100 0.044 0.003
Si -1.12796 -1.96565 -0.15292 -0.142 -0.248 0.079
H -3.94777 -1.34795 0.82815 -0.011 -0.022 -0.052
C 0.10853 -1.40118 3.44641 -0.104 0.005 0.003
C -1.29184 3.16979 -2.57517 0.105 0.159 -0.029
C -3.97561 -0.92177 -3.00443 0.006 -0.026 0.050
H 3.44798 0.65556 -3.90466 0.019 0.008 0.004
H 0.01614 -7.42524 -1.83567 -0.004 0.014 0.002
H -1.28416 0.41867 5.96054 0.008 -0.038 0.005
C 4.46031 3.11569 -0.95476 0.053 -0.096 0.031
H -6.06545 -0.46581 -2.78124 -0.002 -0.003 0.000
H -3.08361 -0.74966 2.71916 -0.010 -0.025 -0.043
C 4.08259 1.18619 0.45685 0.140 0.005 0.000
H 1.96562 -0.33636 -3.96553 -0.036 -0.020 -0.048
H -3.21253 -0.72235 5.17628 0.028 0.007 0.015
H -1.89334 -1.41146 -2.93529 -0.096 -0.010 0.062
O 2.30322 2.68960 -0.08735 0.122 -0.172 -0.034
C 3.22168 0.36800 1.31080 -0.117 0.074 -0.014
H 5.72702 -0.17311 0.60669 -0.015 0.039 0.004
H -2.07348 0.56175 3.30012 0.040 -0.012 -0.038
H -2.21065 -6.46164 -2.33313 0.015 0.015 0.012
H -3.80405 2.38324 -0.45693 -0.046 -0.003 -0.027
C 5.75375 2.69418 -1.18035 -0.062 -0.053 0.055
C -1.75902 -4.55562 -1.44921 0.085 -0.006 0.068
C 1.06799 3.53308 -2.82693 -0.271 0.012 0.186
H 2.78087 4.24624 3.50326 0.028 -0.016 -0.007
H 0.86825 4.35582 -3.52634 -0.060 0.055 0.019
N 2.56106 2.05822 2.66116 0.183 -0.023 -0.018
H 0.03191 -2.42496 3.85952 -0.012 -0.047 0.017
H -0.84357 -1.24102 6.33316 -0.001 -0.013 -0.006
H 4.09425 4.03795 -1.39252 0.015 0.002 0.000
C -2.77533 2.46361 -0.08744 0.025 -0.011 -0.071
H -2.36423 -2.63890 1.90688 0.024 -0.043 0.012
H 1.24963 4.80619 3.07840 -0.016 0.044 -0.035
N 2.40528 0.76470 2.21991 -0.069 0.068 0.252
C 1.55684 2.84483 2.76000 -0.150 0.092 -0.097
C 0.42344 -4.32997 -0.51412 0.017 0.040 -0.053
O -1.91922 1.60699 -0.81700 0.023 0.021 0.103
C -1.46241 -5.86501 -1.82275 0.015 0.069 0.023
C 3.54094 2.35621 -0.16908 -0.145 -0.049 -0.078
H -3.98075 -0.79856 -4.08226 -0.001 0.001 0.033
C 5.37987 0.75862 0.16582 -0.052 0.012 -0.007
C -5.14540 -0.73416 -2.27619 0.063 -0.018 0.047
H -2.74542 -4.16421 -1.67119 -0.008 0.067 -0.021
H 6.40936 3.30000 -1.79853 -0.011 0.000 0.003
C 0.73086 -5.63355 -0.88260 -0.069 0.048 -0.004
Cd 0.58375 1.13854 0.29560 -0.139 -0.029 -0.073
H 1.89497 3.78859 -2.17105 0.036 0.043 0.063
H 7.24198 1.15513 -0.83857 -0.025 0.006 0.005
H -2.73760 2.14248 0.95135 0.010 -0.044 0.004
C -1.89873 1.83328 -2.20819 0.062 0.018 0.101
H 0.58823 1.92142 -4.19185 -0.027 0.003 -0.100
```
Positions in Å, forces in eV/Å.

frontier orbital gap: 0.2456 Eh
charge: -1
LUMO level: 2.515 eV